# 1
ORCA calculation (ωB97M-V/def2-TZVPD) on 14 unconnected molecules or ions with the total composition C35H59N15O3 in a non-equilibrium geometry.

Calculated values
HOMO: -8.86 eV
Net charge: 0

```
112
Properties=species:S:1:pos:R:3:forces:R:3:mulliken_charge:R:1
C -4.405301 3.099625 3.222063 0.863 -1.294 0.018 -0.642
N -4.440530 3.538328 1.774391 0.521 1.493 0.737 -0.335
C -4.335207 5.048751 1.629364 -2.743 -0.622 0.029 -0.496
O -3.132920 5.513812 0.920525 2.965 -0.284 3.237 -0.122
C -1.964444 5.623770 1.807182 1.104 0.808 4.823 0.300
O -1.973362 5.916022 3.110019 -0.663 -1.456 -7.833 -0.599
N -0.572035 5.441328 1.170542 -2.941 3.113 2.160 -0.018
O -0.515066 4.230354 0.589405 1.659 -3.205 -1.161 0.085
C 0.871207 3.850838 0.274658 0.754 -0.121 -1.698 -0.785
C 0.828652 2.396621 -0.539186 -0.098 0.925 -0.448 0.384
C -0.062689 2.682823 -1.901092 -0.019 1.061 0.471 -1.142
C 0.292084 1.145918 0.373234 0.021 -1.045 0.459 1.054
C 0.264791 1.419898 1.989002 0.215 -0.092 1.028 -0.741
C -1.199785 0.580452 -0.041880 0.232 0.099 0.299 -0.671
H -5.299135 3.508688 3.863044 1.821 -0.548 -1.468 0.265
H -3.356750 3.387720 3.661428 -2.119 -0.550 -0.238 0.246
H -4.503249 1.915337 3.221374 0.252 2.536 0.093 0.276
H -3.744788 3.033036 1.178217 -0.809 0.765 0.900 0.223
H -5.262237 5.372965 0.950355 2.418 -0.417 1.127 0.231
H -4.519896 5.541809 2.674415 0.886 -0.829 -1.967 0.368
H 0.177460 5.571567 1.899404 -1.427 -0.459 -0.373 0.266
H 1.589857 3.780042 1.195452 -1.701 0.149 -1.205 0.111
H 1.293795 4.712823 -0.435428 -0.720 -1.866 1.396 0.241
H 1.937169 2.173075 -0.911887 -2.304 0.526 1.023 0.331
H 0.019451 1.845487 -2.716043 -0.115 1.604 1.710 0.250
H 0.337886 3.723884 -2.326035 -0.802 -2.367 0.627 0.344
H -1.193053 2.886757 -1.612012 2.373 -0.643 -0.655 0.193
H 1.059359 0.248152 0.202484 -1.745 2.059 0.371 -0.565
H -0.455816 2.287790 2.331110 1.292 -1.619 -0.997 0.005
H 1.331012 1.695129 2.445798 -2.111 -0.638 -1.183 0.196
H -0.108021 0.452715 2.580934 0.884 2.095 -1.564 0.263
H -2.000966 1.434317 0.189353 1.618 -1.924 -0.605 -0.153
H -1.427132 -0.361625 0.654852 0.427 2.156 -1.650 0.284
H -1.250758 0.260539 -1.190249 0.066 0.763 2.589 0.232
C 2.483949 -3.145785 -0.654797 -0.244 1.223 -0.451 -0.088
C 2.433614 -1.734121 -1.216123 -0.247 7.515 -3.096 0.421
N 2.391857 -0.563057 -1.681740 0.417 -9.303 3.568 -0.473
H 1.616889 -3.715507 -1.000298 0.105 0.201 -0.046 -0.051
H 3.396058 -3.647752 -0.989209 -0.106 0.178 -0.017 0.151
H 2.475851 -3.112991 0.438118 -0.053 0.154 -0.313 0.065
C -1.328862 -4.533907 -2.778220 0.129 0.049 1.113 -0.185
C -1.233303 -4.541376 -1.261240 0.446 -0.083 8.046 0.377
N -1.153995 -4.547573 -0.002825 -0.568 0.013 -9.842 -0.499
H -1.846812 -5.432909 -3.123572 0.045 0.127 0.300 0.248
H -1.883521 -3.652827 -3.112582 0.051 -0.083 0.226 0.271
H -0.326662 -4.510580 -3.214860 -0.141 0.027 0.251 -0.032
C 1.110469 8.746608 0.673764 0.856 -0.606 -0.618 -0.424
C 2.152998 7.964778 -0.108726 5.657 -4.282 -4.259 0.397
N 3.017821 7.316225 -0.757874 -6.897 5.120 5.231 -0.490
H 0.350660 8.065249 1.066432 0.159 -0.011 -0.172 -0.032
H 1.585419 9.269445 1.508515 0.037 -0.122 -0.189 0.288
H 0.628075 9.480376 0.022239 0.144 -0.172 0.015 0.274
C -3.295738 6.768564 -2.124715 -0.010 1.146 -0.497 -0.221
C -3.346072 8.180228 -2.686043 -0.299 7.611 -3.065 0.233
N -3.387831 9.351292 -3.151658 0.289 -9.268 3.732 -0.494
H -4.162798 6.198843 -2.470217 0.072 0.223 0.036 0.268
H -2.383629 6.266597 -2.459127 -0.080 0.197 0.025 0.287
H -3.303836 6.801359 -1.031801 -0.004 0.064 -0.231 -0.046
C 6.034356 -3.087514 1.963054 -1.225 -0.116 0.173 -0.793
C 4.541694 -3.248003 2.201002 -8.120 -0.854 1.403 0.520
N 3.303456 -3.381131 2.398429 10.025 0.975 -1.406 -0.603
H 6.461637 -4.034878 1.622938 -0.186 0.101 0.077 0.308
H 6.210426 -2.323486 1.200816 -0.176 -0.066 0.151 0.266
H 6.529471 -2.786182 2.890234 -0.208 -0.030 -0.118 0.302
C -4.309253 -6.929238 0.448175 0.157 0.120 -1.203 -0.600
C -3.729238 -6.957536 -0.956530 3.136 -0.148 -7.521 0.474
N -3.248064 -6.980981 -2.121801 -3.905 0.077 9.299 -0.586
H -5.382745 -6.725691 0.404232 0.168 0.069 -0.193 0.325
H -4.149565 -7.894246 0.937056 -0.058 0.345 -0.329 0.399
H -3.822408 -6.146961 1.036925 0.053 -0.067 -0.247 0.075
C -0.056987 -8.917550 0.931239 -1.355 -0.166 0.087 -0.560
C -1.549649 -9.078039 1.169187 -8.121 -0.831 1.312 0.338
N -2.787887 -9.211167 1.366614 10.310 0.613 -1.371 -0.609
H 0.370294 -9.864914 0.591123 -0.235 0.179 0.094 0.227
H 0.119082 -8.153522 0.169001 -0.194 -0.073 0.112 0.260
H 0.438128 -8.616218 1.858419 -0.210 -0.061 -0.083 0.222
C -1.521904 -3.929071 3.986946 -0.025 1.150 -0.467 -0.701
C -1.572238 -2.517408 3.425618 -0.256 7.707 -3.109 0.401
N -1.613996 -1.346343 2.960003 0.241 -9.488 3.838 -0.509
H -2.388964 -4.498793 3.641444 0.131 0.202 -0.026 0.183
H -0.609794 -4.431038 3.652534 -0.136 0.210 -0.050 0.226
H -1.530002 -3.896276 5.079860 -0.010 0.132 -0.190 0.340
C -7.503976 8.900297 -1.675543 0.341 -1.159 -0.170 -0.749
C -7.071567 7.454719 -1.859232 2.376 -7.873 -1.008 0.454
N -6.712895 6.255525 -2.011616 -2.847 9.595 1.245 -0.519
H -7.248099 9.240867 -0.668425 0.011 -0.171 -0.160 0.256
H -6.997195 9.536820 -2.406130 0.011 -0.224 0.086 0.276
H -8.584777 8.987028 -1.816788 0.180 -0.149 0.009 0.300
C 4.765728 3.770219 1.625834 -0.056 -1.250 0.059 -0.713
C 4.689349 2.255271 1.723379 -0.432 -8.329 0.535 0.444
N 4.625955 0.998543 1.804312 0.551 10.031 -0.654 -0.485
H 5.579487 4.143667 2.253592 -0.124 -0.176 -0.077 0.343
H 4.949561 4.068394 0.589957 -0.062 -0.139 0.145 0.271
H 3.824462 4.213459 1.962225 0.132 -0.169 -0.048 0.180
C 3.945122 -9.812531 2.474915 -0.714 -0.534 -0.868 -0.737
C 3.062923 -10.459789 1.419833 -4.771 -3.590 -5.792 0.459
N 2.331100 -10.996696 0.544561 5.991 4.269 7.043 -0.530
H 3.337737 -9.502748 3.329821 0.014 -0.099 -0.196 0.266
H 4.702450 -10.524060 2.815394 -0.187 0.042 -0.134 0.297
H 4.444300 -8.934472 2.056062 -0.146 -0.174 -0.032 0.259
C 4.575965 -4.343903 -4.189195 -1.263 -0.199 0.164 -0.617
C 3.083303 -4.504393 -3.951247 -8.129 -0.898 1.293 0.520
N 1.845065 -4.637521 -3.753820 10.053 1.098 -1.592 -0.653
H 5.003245 -5.291267 -4.529310 -0.201 0.098 0.073 0.346
H 4.752034 -3.579875 -4.951432 -0.111 -0.146 0.128 0.027
H 5.071080 -4.042572 -3.262014 -0.185 -0.033 -0.087 0.241
C 3.556829 -0.305292 -4.810275 0.871 -0.622 -0.671 -0.567
C 4.599359 -1.087122 -5.592765 5.629 -4.096 -4.304 0.371
N 5.464182 -1.735675 -6.241913 -6.861 5.125 5.176 -0.528
H 2.797021 -0.986651 -4.417607 0.195 0.056 -0.046 0.175
H 4.031780 0.217546 -3.975524 -0.041 -0.184 -0.141 0.249
H 3.074436 0.428476 -5.461799 0.159 -0.171 -0.004 0.333
```
Positions in Å, forces in eV/Å.



# 2
ORCA calculation (ωB97M-V/def2-TZVPD) on a molecular structure, C41H40AsClCrN4S2.

Calculated values
HOMO (alpha / beta): -10.37 / -9.39 eV
2S+1: 2
Expectation value of S²: 0.8859
Net charge: +1

```
90
Properties=species:S:1:pos:R:3:forces:R:3:lowdin_spin:R:1
Cr -0.437639 -0.256051 0.121217 0.428 -0.115 -0.236 1.263
C -1.524619 1.554794 -0.244676 -0.086 0.034 0.040 -0.034
C -1.377401 1.352154 1.173392 -0.037 0.041 0.079 -0.034
C -2.007724 0.131289 1.489908 -0.172 0.057 0.102 -0.073
C -3.002289 -0.204446 0.364787 0.030 -0.027 -0.016 -0.023
C -2.263338 0.485965 -0.790395 -0.030 -0.046 0.027 -0.065
C -2.859208 0.512549 -2.170741 -0.007 0.005 0.010 -0.007
C -4.330833 0.516767 0.645950 0.019 0.030 -0.024 -0.016
C -2.264755 -0.386321 2.874407 0.038 -0.031 -0.020 -0.007
C -0.842538 2.353707 2.153367 -0.027 -0.003 0.001 -0.005
C -1.111591 2.795349 -0.972350 0.006 0.029 0.055 -0.003
H -2.376726 1.260940 -2.805772 0.005 -0.011 -0.014 0.000
H -3.914924 0.793751 -2.120436 0.004 0.019 -0.001 -0.003
H -2.821334 -0.453003 -2.676279 -0.014 -0.018 0.006 -0.002
H -4.819831 0.115709 1.535106 -0.014 0.005 0.003 -0.001
H -5.027642 0.427818 -0.187046 -0.004 -0.009 0.012 -0.001
H -4.131968 1.575613 0.817878 0.002 0.004 -0.006 -0.001
H -2.182942 -1.474201 2.926769 0.013 0.003 0.019 -0.002
H -3.275835 -0.120386 3.196021 -0.008 -0.014 -0.009 -0.003
H -1.574379 0.018661 3.608064 -0.015 0.014 0.006 0.000
H -0.809145 1.935009 3.159613 0.033 0.009 0.003 0.000
H -1.508186 3.220185 2.198511 -0.013 -0.011 0.012 -0.003
H 0.148881 2.726362 1.905132 0.051 0.022 -0.040 -0.001
H -0.640459 2.586807 -1.932249 0.019 -0.014 -0.047 -0.001
H -0.420041 3.383338 -0.371950 0.017 0.004 -0.017 0.000
H -1.985611 3.420732 -1.173530 -0.007 0.002 0.013 -0.002
N 0.816238 -0.767269 3.427198 0.030 -0.032 -0.033 0.003
C 0.862937 -1.812580 2.571318 0.003 0.049 0.044 0.006
N 0.570289 -1.720517 1.296102 -0.215 0.011 0.036 0.003
C 0.817659 -2.923684 0.647260 0.022 -0.033 0.068 0.001
C 1.199811 -3.942518 1.442789 0.006 0.010 -0.018 0.001
S 1.321126 -3.398379 3.076616 -0.032 0.013 0.000 0.000
C 0.753828 -2.852118 -0.806176 0.015 -0.020 -0.055 0.002
C 1.159410 -3.755098 -1.720542 -0.022 -0.007 0.012 0.001
S 0.944363 -3.120426 -3.309671 0.004 0.010 -0.010 0.000
C 0.304521 -1.668176 -2.633746 0.013 0.055 -0.016 0.007
N 0.282663 -1.649387 -1.320523 -0.104 0.022 -0.015 0.005
N -0.122706 -0.643759 -3.399835 -0.001 -0.021 0.058 0.006
H 0.773939 0.143049 2.988814 -0.015 -0.004 0.000 0.000
H 1.368993 -0.820146 4.267057 -0.002 0.006 -0.005 0.000
H 1.436215 -4.957202 1.172578 0.008 -0.006 -0.002 0.000
H 1.578984 -4.733562 -1.563352 0.009 -0.003 0.011 0.000
H -0.305429 -0.819774 -4.373546 0.011 0.012 0.001 0.000
H -0.758004 -0.005887 -2.941530 0.052 -0.002 -0.030 0.001
Cl -2.446508 -3.179952 -2.471289 0.005 0.011 -0.026 0.000
C -4.066684 -2.865977 -1.896725 -0.020 -0.023 0.012 0.000
C -5.105785 -3.318323 -2.698215 0.012 0.006 -0.015 0.000
C -6.412760 -3.164574 -2.275788 -0.002 0.008 0.019 0.000
C -6.664729 -2.588225 -1.038694 0.001 -0.009 -0.015 0.000
C -5.612322 -2.150100 -0.256196 0.000 0.009 -0.002 0.000
C -4.280701 -2.242076 -0.672342 -0.008 -0.001 0.014 0.000
C -3.185080 -1.739301 0.241252 -0.030 0.008 0.023 -0.003
H -4.878129 -3.798580 -3.639582 0.002 0.002 -0.004 0.000
H -7.225293 -3.513584 -2.898217 0.000 -0.004 0.000 0.000
H -7.679715 -2.491204 -0.678012 -0.005 -0.001 0.001 0.000
H -5.821913 -1.728852 0.718069 -0.001 -0.007 -0.006 0.000
H -2.230621 -2.201976 -0.034768 -0.007 -0.006 -0.019 0.000
H -3.425467 -2.109852 1.241009 0.031 -0.009 0.005 0.000
C 4.278749 1.131352 -4.114677 -0.004 -0.031 0.002 0.000
C 2.965944 1.573678 -4.055513 0.000 0.014 -0.015 0.000
C 2.261257 1.494598 -2.863140 -0.030 0.014 0.018 0.000
C 2.865314 0.986160 -1.719730 0.070 -0.009 0.043 -0.003
C 4.187074 0.552048 -1.781222 -0.004 -0.021 0.010 0.000
C 4.886326 0.617576 -2.977331 0.008 0.025 -0.014 0.000
As 1.871230 0.972632 -0.046341 0.162 -0.056 0.049 -0.004
C 3.139845 0.133937 1.163576 -0.058 0.055 -0.058 0.000
C 3.559785 -1.187565 1.180902 -0.008 0.006 -0.006 0.000
C 4.396481 -1.626469 2.196590 0.019 0.014 0.027 0.000
C 4.798593 -0.745727 3.196438 -0.001 -0.013 -0.019 0.000
C 4.407239 0.583891 3.162140 -0.024 0.013 -0.016 0.000
C 3.587673 1.037473 2.131358 -0.019 0.052 0.020 0.000
C 3.190549 2.444923 1.899812 0.015 -0.007 -0.004 0.000
C 3.587641 3.536515 2.665608 0.012 -0.036 0.013 0.000
C 3.258833 4.820666 2.260785 -0.001 0.010 -0.028 0.000
C 2.558938 5.029258 1.077936 0.015 -0.005 0.038 0.000
C 2.136523 3.945539 0.320958 -0.025 -0.017 -0.001 0.000
C 2.428404 2.659885 0.747491 -0.081 -0.057 -0.059 -0.001
H 4.828991 1.188126 -5.044467 0.002 0.004 -0.002 0.000
H 2.489538 1.981685 -4.937600 -0.003 0.003 -0.001 0.000
H 1.235730 1.837735 -2.828852 -0.039 0.007 0.002 0.000
H 4.679727 0.168446 -0.896658 -0.010 0.005 -0.020 0.000
H 5.912689 0.277039 -3.017632 0.002 -0.003 0.001 0.000
H 3.248814 -1.876408 0.403480 0.007 0.007 0.012 0.000
H 4.737322 -2.653533 2.210638 0.002 -0.003 0.002 0.000
H 5.444624 -1.093928 3.991546 0.006 -0.001 0.003 0.000
H 4.760053 1.267354 3.923620 0.006 0.000 0.007 0.000
H 4.170356 3.391967 3.566339 0.008 0.005 0.001 0.000
H 3.573400 5.666769 2.856913 0.001 0.004 -0.003 0.000
H 2.343449 6.036060 0.746092 -0.001 0.005 0.003 0.000
H 1.601858 4.115232 -0.605074 -0.017 -0.009 0.005 0.000
```
Positions in Å, forces in eV/Å.



Here are the calculated total energy numbers, same order: -65726.26207 -172576.13497 (eV).